# C5H15N4

A gas-phase ion, C5H15N4 (charge +1) at a distorted geometry (ωB97M-V/def2-TZVPD, the OMol25 dataset).

Structure (XYZ):
```
24
Properties=species:S:1:pos:R:3:forces:R:3
C 0.5178 -0.9910 0.6284 -1.01 1.74 4.79
C -0.7476 -0.1409 0.9482 -0.03 0.27 0.39
C -0.9445 0.4358 2.3918 3.10 -6.12 -1.48
C 0.3312 -1.3020 -1.8283 -1.78 1.29 2.46
C -0.7057 2.2431 -0.1994 4.00 -4.00 -0.19
N 0.5915 1.8351 -0.6717 -1.73 2.15 1.32
N 2.2714 -2.0563 -0.6543 -1.00 2.18 0.64
N 0.9872 -1.4357 -0.5318 0.64 0.20 -1.63
N -1.4506 0.6609 -0.0437 0.61 0.79 0.66
H 0.9540 -1.2224 1.6551 -0.08 -0.25 -2.11
H -0.1295 -0.0693 3.0748 -1.93 1.20 -1.11
H -0.8832 1.4247 2.3848 0.51 4.39 0.19
H -1.9173 0.1368 2.6134 -1.65 -0.49 1.17
H 0.3675 -2.2657 -2.1303 0.11 -2.97 -2.20
H -0.7866 -1.1601 -1.6986 1.40 -0.09 -0.14
H 0.7472 -0.6040 -2.5258 0.48 0.39 -0.25
H -0.7453 2.8280 0.6916 0.14 -0.51 1.13
H -1.2313 2.7348 -0.8827 -2.36 1.73 -3.20
H 1.0993 1.3503 0.0406 0.69 -0.33 -0.25
H 0.6866 1.5787 -1.6348 0.10 -0.10 -0.02
H 2.0364 -2.8988 -1.1183 0.65 -1.48 0.04
H 2.7260 -2.0958 0.2673 -0.44 -0.46 -0.70
H -2.4299 0.8596 0.1593 -0.07 -0.58 0.23
H -1.3446 0.1545 -0.9354 -0.36 1.04 0.24
```
Positions in Å, forces in eV/Å.

Charge: +1
2S+1: 3
Energy above the lowest of the compared OMol25 structures with the same formula, charge and spin (kJ/mol): 0.0

***

# C11H13P

A molecular structure, C11H13P at a distorted geometry (ωB97M-V/def2-TZVPD, the OMol25 dataset).

Structure (XYZ):
```
25
Properties=species:S:1:pos:R:3:forces:R:3
C -0.6383 1.6844 -3.3821 1.58 0.04 4.08
C 0.7128 1.7634 -2.8217 -1.32 -0.45 -2.42
C -1.7277 1.4478 -2.4895 1.91 -0.44 -0.77
C 0.9477 1.5371 -1.4680 2.31 1.49 -0.24
C -1.4037 1.1737 -1.1731 0.22 -0.35 1.40
C -0.1005 1.2512 -0.6580 -1.23 -1.10 3.06
C -1.5177 -1.1496 2.1832 1.08 0.37 -0.20
C -1.3140 0.1628 2.1061 0.62 -0.14 -0.47
C -0.2630 -1.9575 1.9642 0.14 -1.12 -3.40
C 0.8232 -1.1272 1.1005 -0.38 0.74 2.86
C 2.2934 -1.4529 1.4742 -0.20 -0.79 0.41
P 0.3120 0.6710 1.5314 0.50 0.44 -3.05
H -0.7744 1.9205 -4.3760 -0.34 0.23 -2.04
H 1.5760 1.8992 -3.5566 -1.28 0.07 1.23
H -2.7524 1.3059 -2.8008 0.00 0.30 -0.28
H 1.9824 1.7980 -1.0593 -1.43 -0.86 -0.53
H -2.1639 0.8420 -0.4633 -0.10 0.22 -0.30
H -2.4532 -1.5977 2.4556 -0.23 -0.23 0.39
H -1.9276 0.9423 2.4665 -1.19 0.49 0.07
H 0.1268 -2.2831 2.9008 0.59 0.01 0.85
H -0.4331 -2.9206 1.3898 -0.13 0.89 0.65
H 0.7396 -1.1340 0.0443 -0.67 -0.77 -0.92
H 2.5591 -0.9527 2.4690 0.11 -0.67 -1.61
H 2.9508 -1.2572 0.6006 -0.13 0.70 0.89
H 2.4458 -2.5669 1.5623 -0.42 0.91 0.34
```
Positions in Å, forces in eV/Å.

Energy above the lowest of the compared OMol25 structures with the same formula, charge and spin (kJ/mol): 51.3

***

# C41H58NO12PS

4 unconnected molecules or ions with the total composition C41H58NO12PS at a distorted geometry (ωB97M-V/def2-TZVPD, the OMol25 dataset).

Structure (XYZ):
```
114
Properties=species:S:1:pos:R:3:forces:R:3
C 3.8064 -0.1743 2.9125 -0.23 0.39 1.16
C 2.5210 -0.1293 3.9345 0.41 -0.18 -0.40
C 2.5708 1.1556 4.9180 -0.02 -0.14 -0.20
C 2.0664 2.5227 4.1940 0.38 -0.11 0.41
C 0.4320 2.6795 4.1947 0.37 -0.11 -0.04
C -0.2045 2.6657 2.6962 -0.50 -0.12 0.69
C -1.7062 3.3276 2.6447 0.00 0.41 -0.83
C -2.0004 4.0080 1.1792 0.98 0.08 0.53
C -1.9719 2.8932 -0.0338 0.29 1.75 0.52
C -0.7058 3.2760 -0.9603 -0.24 0.57 -0.38
C -0.5105 2.3540 -2.2717 -0.80 -0.50 0.10
C -0.4523 0.7437 -1.9482 1.16 1.67 1.03
O -1.0656 0.1062 -3.1363 1.37 -2.37 1.48
S -0.9521 -1.5714 -3.0685 -4.55 -4.14 -4.04
O -1.2959 -2.0793 -4.4838 1.89 2.44 4.09
O -1.9293 -2.2444 -2.1190 3.50 2.90 -1.20
C 0.8315 -2.0436 -2.7884 0.54 2.21 2.12
P 1.1582 -3.9211 -2.8080 -0.02 -2.02 -1.61
O 2.7159 -4.1371 -2.0641 -1.51 1.50 -0.12
O 0.0603 -4.7871 -1.8008 2.89 1.01 0.60
C 1.3146 -1.2737 -1.4463 0.03 0.59 -0.34
C 0.6459 -1.8080 -0.0748 -0.22 -0.90 0.33
C 1.7265 -2.5577 0.9149 -1.09 0.35 0.68
C 1.0967 0.3244 -1.7157 0.23 -0.98 0.30
C 1.7948 1.0859 -0.4457 -0.29 -0.23 -0.96
C 2.7325 2.2820 -1.0005 0.50 -0.70 0.22
C 4.2467 1.6924 -1.2042 0.09 1.20 -0.24
C 4.5770 1.2526 -2.7231 0.34 -0.76 0.65
N 5.4322 2.2774 -3.4766 1.45 -2.43 -0.64
C 6.8477 1.8303 -3.1834 1.03 2.13 3.31
C 7.5264 0.8028 -4.2252 -0.89 0.84 0.07
O 7.3769 2.2780 -2.1033 -1.99 -2.49 -5.05
H 3.9015 -1.1912 2.3859 -0.27 1.66 0.69
H 4.7508 -0.0289 3.5841 -1.57 -0.21 -1.37
H 3.7383 0.6966 2.1592 0.24 -1.46 1.09
H 1.5243 -0.1372 3.3306 1.67 0.11 1.03
H 2.5495 -1.1124 4.5373 -0.11 1.59 -0.79
H 3.6567 1.3009 5.3246 -1.89 -0.31 -0.83
H 1.9027 0.9440 5.8421 1.04 0.43 -1.52
H 2.4979 2.5851 3.1127 -0.85 -0.23 1.79
H 2.5780 3.3973 4.7715 -1.14 -1.40 -1.02
H 0.1711 3.6523 4.7824 0.30 -1.64 -1.29
H -0.0287 1.8044 4.7886 0.74 1.35 -0.84
H -0.3059 1.5562 2.3397 0.42 1.96 0.58
H 0.5428 3.2097 2.0070 -1.35 -0.70 0.90
H -2.5182 2.5250 2.7896 1.33 1.10 0.09
H -1.8217 4.1373 3.4767 0.25 -1.47 -1.47
H -1.1241 4.7699 1.0348 -1.59 -1.30 0.02
H -2.9646 4.6408 1.1657 1.42 -1.22 0.14
H -1.8979 1.8711 0.4883 -0.23 1.37 -1.17
H -2.9375 3.0496 -0.6486 1.53 -0.73 0.99
H 0.2138 3.3563 -0.2741 -1.21 -0.37 -1.24
H -0.9057 4.3643 -1.3547 0.52 -2.33 0.88
H 0.4003 2.6695 -2.9239 -1.49 -0.62 1.30
H -1.4465 2.5272 -2.9430 1.53 -0.41 1.17
H -1.0492 0.4714 -0.9915 0.77 0.48 -1.75
H 1.4272 -1.5974 -3.6901 -1.27 -0.97 1.39
H 3.3239 -3.3852 -2.2705 -0.72 -0.79 0.27
H 0.6481 -5.2745 -1.1508 -1.01 0.64 -0.71
H 2.4649 -1.4336 -1.3429 -1.89 0.33 -0.31
H -0.1767 -2.6087 -0.2708 1.33 1.69 0.04
H 0.1184 -0.9387 0.5000 1.08 -1.52 -1.10
H 1.6244 -2.0122 1.9406 0.64 -1.07 -1.79
H 2.8017 -2.5297 0.5077 -1.66 0.01 0.72
H 1.4023 -3.6585 1.1337 0.68 2.01 -0.61
H 1.6504 0.5639 -2.7133 -0.86 -0.27 1.76
H 0.9807 1.4096 0.2996 1.27 -0.28 -1.19
H 2.4509 0.2983 0.1128 -1.13 1.49 -0.97
H 2.7062 3.1703 -0.2655 0.26 -1.39 -1.16
H 2.4067 2.6612 -2.0451 0.25 -0.56 1.88
H 4.9814 2.5588 -0.9463 -1.09 -1.74 -0.47
H 4.4619 0.8027 -0.5042 -0.43 1.46 -1.01
H 3.6589 1.0411 -3.3828 1.26 0.33 1.23
H 5.2225 0.2819 -2.6547 -1.45 1.28 -0.13
H 5.2880 2.0132 -4.4832 0.09 0.52 1.13
H 8.6581 0.7138 -4.0387 -1.97 0.06 -0.30
H 6.9576 -0.1998 -4.1251 1.14 1.52 -0.06
H 7.2769 1.1973 -5.2949 0.70 -0.68 1.86
C -1.1542 -6.6142 3.1246 0.27 -0.54 0.00
C -1.4886 -7.8390 2.7145 0.39 0.25 0.22
C -1.8397 -8.1060 1.3050 -0.10 -0.48 0.01
O -2.1481 -9.2252 0.9296 0.03 0.40 0.10
C -1.8045 -6.9649 0.3665 0.07 0.32 -0.11
C -1.4697 -5.7398 0.7767 -0.13 -0.13 -0.24
C -1.1186 -5.4732 2.1870 0.07 0.44 0.34
O -0.8104 -4.3540 2.5621 -0.05 -0.39 -0.21
H -0.8951 -6.4010 4.1541 -0.04 0.05 -0.03
H -1.5189 -8.6858 3.3891 -0.03 0.00 -0.04
H -2.0639 -7.1782 -0.6633 0.00 0.00 0.00
H -1.4397 -4.8926 0.1020 -0.04 0.01 0.00
C -5.5315 -4.5976 2.4468 -0.26 0.23 -0.10
C -6.6892 -4.4228 1.8060 0.30 0.15 0.24
C -7.3099 -5.5180 1.0321 -0.61 0.10 -0.35
O -8.3662 -5.3587 0.4449 0.48 -0.08 0.28
C -6.6002 -6.8138 0.9965 0.31 -0.25 0.09
C -5.4425 -6.9884 1.6373 -0.23 -0.14 -0.18
C -4.8222 -5.8932 2.4111 0.33 0.03 0.23
O -3.7646 -6.0529 2.9988 -0.82 0.11 -0.20
H -5.0623 -3.8060 3.0178 0.03 -0.04 0.00
H -7.2222 -3.4801 1.8226 -0.01 -0.04 -0.03
H -7.0691 -7.6055 0.4255 -0.01 0.04 0.00
H -4.9093 -7.9315 1.6206 0.01 0.00 0.01
C -4.2724 6.8091 -2.3409 -0.28 0.17 -0.14
C -4.7375 7.8398 -3.0499 -0.07 -0.34 0.21
C -3.8253 8.8568 -3.6129 -0.26 0.55 -0.38
O -4.2493 9.7995 -4.2588 0.20 -0.44 0.30
C -2.3788 8.6875 -3.3618 0.33 -0.20 0.16
C -1.9138 7.6567 -2.6528 0.07 0.30 -0.18
C -2.8262 6.6401 -2.0900 0.14 -0.36 0.24
O -2.4017 5.6963 -1.4433 -0.44 0.67 -0.30
H -4.9266 6.0553 -1.9205 0.04 -0.01 0.01
H -5.7942 7.9780 -3.2434 0.04 0.03 -0.02
H -1.7245 9.4412 -3.7821 -0.05 0.01 -0.01
H -0.8571 7.5185 -2.4591 -0.03 -0.03 0.02
```
Positions in Å, forces in eV/Å.

Energy above the lowest of the compared OMol25 structures with the same formula, charge and spin (kJ/mol): 841.1
SMILES: CCCCCCCCCCC[C@H]1OS(=O)(=O)[C@H](P(O)O)[C@H](CC)[C@@H]1CCCCNC(C)=O.O=C1C=CC(=O)C=C1.O=C1C=CC(=O)C=C1.O=C1C=CC(=O)C=C1

***

# C7H12O

2 unconnected molecules or ions with the total composition C7H12O at a distorted geometry (ωB97M-V/def2-TZVPD, the OMol25 dataset).

Structure (XYZ):
```
20
Properties=species:S:1:pos:R:3:forces:R:3
C -1.8382 1.3810 1.2278 1.07 0.13 -0.20
C -2.6140 1.2220 0.1616 -0.89 1.00 0.26
C 0.3589 1.3786 0.1083 1.74 0.03 1.21
C -0.4054 1.0158 1.1455 -0.44 -0.36 -0.70
C 3.2229 -1.1822 -0.5768 -0.30 -0.82 1.50
C 1.9786 -0.4891 -0.0558 0.85 -1.42 -0.49
C 1.6973 0.7967 -0.1601 -0.08 0.61 -0.35
H -2.1659 1.8106 2.1722 -0.50 -0.60 -0.03
H -2.2850 1.1259 -0.8638 0.44 -0.80 0.18
H -3.6713 1.4023 0.2584 -0.32 0.24 0.02
H 0.2006 2.2746 -0.4726 -0.81 -0.04 -0.21
H -0.0934 0.2116 1.8325 0.12 0.51 -0.30
H 2.9728 -2.0570 -1.1692 -0.42 -0.03 -0.27
H 3.8783 -0.5948 -1.1681 0.59 0.85 -0.35
H 3.7795 -1.6478 0.2662 -0.07 0.51 -0.33
H 1.2991 -1.2373 0.3554 -0.39 0.52 -0.06
H 2.4742 1.4655 -0.5805 -0.59 -0.39 0.12
H -2.4674 -1.9840 -0.2907 0.28 0.06 -0.04
H -3.6410 -2.4500 -1.0793 -0.13 -0.13 -0.23
O -2.6805 -2.4425 -1.1111 -0.14 0.12 0.28
```
Positions in Å, forces in eV/Å.

Energy above the lowest of the compared OMol25 structures with the same formula, charge and spin (kJ/mol): 198.0
SMILES: C=C/C=C/C=C/C.O

***

> Which of these has the highest energy above the lowest of the compared OMol25 structures with the same formula, charge and spin?

C41H58NO12PS